Entry 1:
{
  "formula": "C5H10O",
  "method": "ωB97M-V/def2-TZVPD",
  "e_above_lowest_kcal_mol": 42.9,
  "largest_force_ev_per_a": 2.5,
  "e_lumo_ev": 1.1,
  "orbital_gap_ev": 10.97,
  "homo_ev": -9.88,
  "species": ["O", "C", "C", "C", "C", "C", "H", "H", "H", "H", "H", "H", "H", "H", "H", "H"],
  "xyz": [[-1.233, 1.643, 0.238], [-1.642, 0.291, 0.278], [0.832, -0.826, -0.227], [0.783, -0.145, 1.125], [0.959, 0.037, -1.469], [-0.464, -0.776, 0.589], [1.404, -1.763, -0.314], [0.298, 0.905, -1.391], [1.986, 0.396, -1.599], [-2.071, -0.010, -0.688], [-2.390, 0.147, 1.081], [0.765, 1.003, 1.058], [-0.320, 1.714, 0.673], [-0.917, -1.695, 0.988], [1.330, -0.403, 2.028], [0.682, -0.518, -2.373]],
  "mulliken_charge": [-0.547, -0.530, 0.335, -0.678, -1.334, -0.214, 0.344, 0.352, 0.322, 0.276, 0.335, 0.159, 0.184, 0.364, 0.316, 0.316]
}


Entry 2:
{
  "formula": "C5H10O",
  "method": "ωB97M-V/def2-TZVPD",
  "e_above_lowest_kcal_mol": 106.8,
  "largest_force_ev_per_a": 0.4,
  "e_lumo_ev": 1.1,
  "orbital_gap_ev": 9.98,
  "homo_ev": -8.93,
  "species": ["O", "C", "C", "C", "C", "C", "H", "H", "H", "H", "H", "H", "H", "H", "H", "H"],
  "xyz": [[-0.878, 1.223, -0.976], [-0.999, 0.100, -0.297], [0.513, 0.166, 0.881], [-2.182, -0.071, 0.638], [1.942, 0.467, 0.345], [1.526, -0.923, 0.618], [0.069, 0.992, 0.013], [1.943, -1.423, 1.490], [1.337, -1.581, -0.228], [2.620, 0.976, 1.026], [-2.102, -0.974, 1.254], [-0.741, -0.850, -0.813], [0.304, 0.431, 1.918], [-2.299, 0.814, 1.271], [-3.080, -0.153, 0.011], [2.006, 0.797, -0.692]],
  "mulliken_charge": [-0.773, 0.481, -0.277, -1.212, -0.567, -0.537, 0.195, 0.248, 0.238, 0.251, 0.323, 0.283, 0.397, 0.291, 0.362, 0.297]
}


Entry 3:
{
  "formula": "C5H10O",
  "method": "ωB97M-V/def2-TZVPD",
  "e_above_lowest_kcal_mol": 48.3,
  "largest_force_ev_per_a": 1.0,
  "e_lumo_ev": 1.1,
  "orbital_gap_ev": 11.31,
  "homo_ev": -10.18,
  "species": ["O", "C", "C", "C", "C", "C", "H", "H", "H", "H", "H", "H", "H", "H", "H", "H"],
  "xyz": [[2.481, -0.632, -0.474], [1.552, 0.402, -0.704], [0.113, -0.956, 0.881], [-1.218, 1.176, 0.152], [-1.141, -0.365, 0.126], [1.057, -0.898, -0.301], [-1.178, -0.664, -0.940], [1.349, 0.776, -1.704], [-2.231, 1.506, -0.100], [0.704, -1.614, -1.041], [1.571, 1.159, 0.080], [0.341, -0.303, 1.738], [-0.548, 1.678, -0.559], [-0.973, 1.554, 1.148], [-0.021, -1.973, 1.297], [-2.030, -0.798, 0.573]],
  "mulliken_charge": [-0.447, -0.566, -0.568, -1.137, -0.356, -0.076, 0.278, 0.297, 0.352, 0.357, 0.338, 0.316, 0.256, 0.295, 0.268, 0.394]
}


Entry 4:
{
  "formula": "C5H10O",
  "method": "ωB97M-V/def2-TZVPD",
  "e_above_lowest_kcal_mol": 74.7,
  "largest_force_ev_per_a": 1.2,
  "e_lumo_ev": 0.9,
  "orbital_gap_ev": 8.65,
  "homo_ev": -7.77,
  "species": ["O", "C", "C", "C", "C", "C", "H", "H", "H", "H", "H", "H", "H", "H", "H", "H"],
  "xyz": [[1.563, 1.339, 0.558], [0.383, -0.404, -0.350], [-0.065, -1.447, -1.335], [-1.148, 0.594, 1.324], [-0.078, -0.391, 0.936], [0.893, 0.996, -0.658], [-0.162, -2.443, -0.889], [1.967, 0.478, 0.768], [-1.075, 1.177, 2.241], [-1.099, -1.142, -1.582], [0.061, -1.193, 1.651], [0.101, 1.735, -0.815], [-1.434, 1.244, 0.488], [0.470, -1.509, -2.286], [-1.987, -0.113, 1.435], [1.612, 1.078, -1.484]],
  "mulliken_charge": [-0.484, 0.458, -1.324, -0.998, -0.378, -0.421, 0.341, 0.384, 0.306, 0.263, 0.391, 0.220, 0.299, 0.336, 0.306, 0.302]
}


Entry 5:
{
  "formula": "C5H10O",
  "method": "ωB97M-V/def2-TZVPD",
  "e_above_lowest_kcal_mol": 29.5,
  "largest_force_ev_per_a": 0.3,
  "e_lumo_ev": 1.0,
  "orbital_gap_ev": 10.53,
  "homo_ev": -9.53,
  "species": ["O", "C", "C", "C", "C", "C", "H", "H", "H", "H", "H", "H", "H", "H", "H", "H"],
  "xyz": [[0.996, 1.442, -0.860], [1.348, 0.551, 0.160], [0.427, -0.557, 0.614], [1.633, -0.850, -0.250], [-1.806, 0.513, -0.107], [-0.981, -0.762, 0.067], [0.538, -0.800, 1.670], [-0.930, -1.276, -0.900], [-1.513, -1.446, 0.741], [-1.852, 1.102, 0.819], [-1.374, 1.136, -0.894], [0.460, 2.138, -0.459], [2.499, -1.367, 0.154], [1.406, -1.077, -1.289], [1.979, 0.988, 0.936], [-2.830, 0.265, -0.402]],
  "mulliken_charge": [-0.553, -0.006, 0.071, -0.886, -1.134, -0.601, 0.375, 0.260, 0.351, 0.314, 0.264, 0.337, 0.274, 0.261, 0.308, 0.364]
}


Entry 6:
{
  "formula": "C5H10O",
  "method": "ωB97M-V/def2-TZVPD",
  "e_above_lowest_kcal_mol": 93.5,
  "largest_force_ev_per_a": 1.6,
  "e_lumo_ev": 0.7,
  "orbital_gap_ev": 8.52,
  "homo_ev": -7.82,
  "species": ["O", "C", "C", "C", "C", "C", "H", "H", "H", "H", "H", "H", "H", "H", "H", "H"],
  "xyz": [[1.479, 1.134, -1.007], [0.155, -0.706, 0.703], [1.557, 0.440, 0.186], [-0.982, -0.541, -0.277], [-2.114, 0.367, 0.202], [1.469, -1.046, 0.056], [2.314, 0.797, 0.901], [-2.965, 0.356, -0.491], [-1.771, 1.408, 0.285], [1.451, -1.347, -0.995], [-1.357, -1.572, -0.381], [-2.468, 0.058, 1.192], [0.534, 0.476, 1.101], [1.167, 2.037, -0.838], [-0.649, -0.240, -1.284], [2.180, -1.622, 0.647]],
  "mulliken_charge": [-0.514, -0.031, -0.052, -0.358, -1.173, -0.734, 0.418, 0.355, 0.292, 0.246, 0.299, 0.306, 0.063, 0.327, 0.304, 0.251]
}


Entry 7:
{
  "formula": "C5H10O",
  "method": "ωB97M-V/def2-TZVPD",
  "e_above_lowest_kcal_mol": 40.2,
  "largest_force_ev_per_a": 2.0,
  "e_lumo_ev": 1.0,
  "orbital_gap_ev": 10.65,
  "homo_ev": -9.62,
  "species": ["O", "C", "C", "C", "C", "C", "H", "H", "H", "H", "H", "H", "H", "H", "H", "H"],
  "xyz": [[-0.898, -1.141, 1.171], [1.430, 1.504, -0.498], [0.215, -1.907, -0.840], [-0.969, 1.653, 0.371], [0.113, 1.211, -0.621], [0.121, -1.280, 0.545], [1.896, 2.032, 0.372], [-1.763, 0.882, 0.424], [-1.491, 2.578, 0.049], [1.253, -1.845, -1.267], [-0.537, 1.822, 1.373], [-0.301, 0.733, -1.503], [-0.427, -1.341, -1.551], [-0.117, -3.003, -0.722], [2.111, 1.196, -1.341], [1.100, -1.021, 1.051]],
  "mulliken_charge": [-0.492, -0.655, -0.709, -1.003, -0.186, 0.126, 0.256, 0.258, 0.326, 0.251, 0.301, 0.452, 0.195, 0.295, 0.242, 0.344]
}


Entry 8:
{
  "formula": "C5H10O",
  "method": "ωB97M-V/def2-TZVPD",
  "e_above_lowest_kcal_mol": 3.0,
  "largest_force_ev_per_a": 0.4,
  "e_lumo_ev": 1.0,
  "orbital_gap_ev": 11.17,
  "homo_ev": -10.14,
  "species": ["O", "C", "C", "C", "C", "C", "H", "H", "H", "H", "H", "H", "H", "H", "H", "H"],
  "xyz": [[-2.074, 0.107, 0.560], [-0.188, -1.109, -0.451], [-0.070, 1.292, 0.047], [0.989, -0.818, 0.484], [-1.038, 0.179, -0.410], [1.316, 0.638, 0.141], [1.822, 0.679, -0.833], [1.969, 1.126, 0.871], [-2.659, -0.620, 0.316], [-0.092, 2.169, -0.607], [-0.775, -1.990, -0.168], [-1.467, 0.397, -1.399], [-0.406, 1.613, 1.039], [1.833, -1.504, 0.352], [0.185, -1.275, -1.470], [0.656, -0.884, 1.527]],
  "mulliken_charge": [-0.551, -0.703, -0.782, -0.617, 0.210, -0.567, 0.282, 0.326, 0.316, 0.295, 0.371, 0.255, 0.274, 0.339, 0.281, 0.271]
}


Entry 9:
{
  "formula": "C5H10O",
  "method": "ωB97M-V/def2-TZVPD",
  "e_above_lowest_kcal_mol": 24.9,
  "largest_force_ev_per_a": 0.4,
  "e_lumo_ev": 1.1,
  "orbital_gap_ev": 10.62,
  "homo_ev": -9.52,
  "species": ["O", "C", "C", "C", "C", "C", "H", "H", "H", "H", "H", "H", "H", "H", "H", "H"],
  "xyz": [[-1.828, 0.022, -0.188], [-0.650, -0.711, -0.573], [1.390, 0.133, 0.910], [-0.003, -0.463, 0.811], [0.009, -0.101, -1.794], [-1.211, 0.460, 1.029], [-0.070, -1.359, 1.435], [0.940, -0.624, -2.044], [-0.969, 1.533, 0.997], [1.625, 0.382, 1.951], [0.233, 0.959, -1.633], [1.482, 1.052, 0.320], [-1.840, 0.262, 1.904], [2.151, -0.573, 0.558], [-0.900, -1.762, -0.769], [-0.668, -0.172, -2.651]],
  "mulliken_charge": [-0.440, 0.388, -1.452, 0.223, -1.351, -0.523, 0.343, 0.313, 0.251, 0.391, 0.292, 0.312, 0.276, 0.325, 0.289, 0.360]
}


Entry 10:
{
  "formula": "C5H10O",
  "method": "ωB97M-V/def2-TZVPD",
  "e_above_lowest_kcal_mol": 125.8,
  "largest_force_ev_per_a": 0.5,
  "e_lumo_ev": 0.6,
  "orbital_gap_ev": 9.42,
  "homo_ev": -8.85,
  "species": ["O", "C", "C", "C", "C", "C", "H", "H", "H", "H", "H", "H", "H", "H", "H", "H"],
  "xyz": [[-2.000, 0.150, 0.714], [-0.333, -1.105, -0.570], [-0.131, 1.341, -0.152], [1.141, 0.597, 0.200], [-1.147, 0.208, -0.417], [0.835, -0.806, 0.340], [0.792, -1.293, 1.317], [-0.917, -1.982, -0.276], [2.355, -0.738, 0.749], [-2.643, -0.555, 0.562], [2.034, 0.944, -0.320], [-0.515, 1.954, 0.671], [0.007, 1.986, -1.025], [2.264, 0.115, 1.155], [-0.022, -1.230, -1.617], [-1.720, 0.413, -1.330]],
  "mulliken_charge": [-0.571, -0.773, -0.745, -0.386, 0.181, -0.462, 0.293, 0.381, 0.154, 0.334, 0.338, 0.278, 0.290, 0.129, 0.251, 0.309]
}